(1)
The molecule C6H13N in a non-equilibrium geometry. Source: OMol25; level of theory: ωB97M-V with the def2-TZVPD basis set.

Values from the calculation:
Lowest unoccupied orbital energy (eV): 0.029

Geometry as ORCA input:
```
! RIJCOSX wB97M-V def2-TZVPD def2/J DEFGRID3
* xyz 0 1
N 0.146 -0.022 1.488
C -1.404 1.237 -1.743
C -0.806 -0.181 0.459
C -1.020 1.337 -3.172
C 0.812 -1.202 1.856
C 1.873 -0.937 2.934
C -0.487 0.403 -0.915
H 1.484 -0.379 3.843
H 2.706 -0.378 2.464
H -2.443 1.205 -1.502
H -1.308 0.424 -3.738
H 2.379 -1.867 3.261
H -1.801 -0.354 0.913
H 0.520 0.543 0.744
H -1.697 2.143 -3.650
H 1.221 -1.754 0.815
H 0.175 -1.987 2.283
H 0.555 0.450 -1.218
H 0.045 1.588 -3.375
H -0.949 -0.268 -1.747
*
```


(2)
The molecule C6H13N. Source: OMol25; level of theory: ωB97M-V with the def2-TZVPD basis set.

Values from the calculation:
Lowest unoccupied orbital energy (eV): 0.798

Geometry as ORCA input:
```
! RIJCOSX wB97M-V def2-TZVPD def2/J DEFGRID3
* xyz 0 1
N 0.614 -0.492 -0.010
C -0.556 0.290 0.528
C 1.695 0.242 -0.679
C 0.478 -1.845 -0.563
C 0.298 -0.438 1.510
C -1.949 -0.206 0.168
C -0.487 1.805 0.363
H 1.368 -2.405 -0.256
H 0.478 2.221 0.662
H 1.362 0.616 -1.655
H -1.230 2.231 1.046
H -2.657 0.261 0.862
H -2.238 0.087 -0.851
H -0.732 2.158 -0.648
H 0.406 -1.827 -1.659
H -2.060 -1.285 0.284
H 1.026 0.286 1.915
H 2.540 -0.437 -0.829
H 2.028 1.074 -0.063
H -0.385 -2.337 -0.124
*
```


(3)
The ion C6H13N with charge +1 in a non-equilibrium geometry. Source: OMol25; level of theory: ωB97M-V with the def2-TZVPD basis set.

Values from the calculation:
⟨S²⟩: 0.7543
Lowest unoccupied orbital energy (spin up / spin down) (eV): -2.643 / -7.183

Geometry as ORCA input:
```
! RIJCOSX wB97M-V def2-TZVPD def2/J DEFGRID3
* xyz 1 2
N -0.206 -0.203 0.350
C -1.032 -0.284 -0.818
C 1.259 -0.345 -0.020
C -0.246 0.913 2.611
C -0.273 -1.004 -1.924
C 1.138 -0.349 -1.622
C -0.664 1.013 1.160
H -2.140 -0.727 -0.740
H -0.143 1.945 0.890
H -1.721 1.073 1.127
H -0.406 1.815 3.191
H 1.737 -1.153 0.515
H -0.382 -0.752 -2.932
H 1.813 -1.126 -2.171
H 0.830 0.612 2.779
H -0.319 -2.065 -1.812
H 1.480 0.641 -2.048
H -0.983 0.252 2.959
H -1.162 0.758 -0.968
H 1.739 0.482 0.438
*
```


(4)
The ion C6H13N2 with charge +1 in a non-equilibrium geometry. Source: OMol25; level of theory: ωB97M-V with the def2-TZVPD basis set.

Values from the calculation:
SMILES string: C/C=[N+](C)\C=C/CN
Lowest unoccupied orbital energy (eV): -4.606

Geometry as ORCA input:
```
! RIJCOSX wB97M-V def2-TZVPD def2/J DEFGRID3
* xyz 1 1
N 1.149 0.339 0.034
N -2.131 -0.929 0.092
C 2.090 1.395 -0.378
C 1.515 -0.996 0.092
C 0.020 1.318 0.666
C -2.002 0.413 -0.574
C 0.510 -1.996 0.343
C -1.251 1.240 0.391
H 1.643 2.229 -0.680
H -3.007 -0.925 0.575
H -1.828 1.859 0.887
H 0.473 -2.562 -0.518
H -0.411 -1.579 0.517
H 2.510 -1.303 -0.154
H 2.876 1.762 0.275
H -1.356 0.205 -1.441
H -2.013 -1.784 -0.452
H 0.902 -2.637 1.045
H 0.417 2.004 1.351
H 2.775 0.951 -1.169
H -2.880 0.998 -0.901
*
```


(5)
A structure of composition C6H13N2 in a non-equilibrium geometry. Source: OMol25; level of theory: ωB97M-V with the def2-TZVPD basis set.

Values from the calculation:
Lowest unoccupied orbital energy (eV): -3.592

Geometry as ORCA input:
```
! RIJCOSX wB97M-V def2-TZVPD def2/J DEFGRID3
* xyz 1 1
N 0.860 -1.369 0.235
N -0.542 0.378 0.125
C 0.391 -1.483 1.606
C -1.466 0.644 -0.969
C 1.215 -0.177 -0.279
C -0.736 1.357 1.280
C 1.566 -0.170 -1.767
C -0.544 -1.088 0.555
H 1.336 0.786 -2.023
H 1.029 -0.845 -2.455
H -2.523 0.701 -0.668
H -1.388 -0.126 -1.823
H 0.366 -2.562 2.092
H -1.211 0.721 2.152
H -1.338 2.173 0.845
H 2.028 0.484 0.151
H 0.316 1.651 1.528
H 2.592 -0.374 -1.917
H -1.167 1.643 -1.367
H -1.412 -1.536 0.265
H 0.625 -0.808 2.433
*
```


(6)
The ion C6H13N2 with charge +1 in a non-equilibrium geometry. Source: OMol25; level of theory: ωB97M-V with the def2-TZVPD basis set.

Values from the calculation:
SMILES string: CN1CCC=C1C[NH3+]
Lowest unoccupied orbital energy (eV): -3.041

Geometry as ORCA input:
```
! RIJCOSX wB97M-V def2-TZVPD def2/J DEFGRID3
* xyz 1 1
N -0.319 0.144 -0.547
N -0.329 2.003 1.094
C 0.547 0.622 -1.635
C -0.411 -2.237 -0.158
C 0.832 1.144 1.404
C 0.409 -1.532 0.889
C 0.422 -0.242 0.627
C -1.084 -1.067 -0.910
H -0.711 1.389 0.184
H -1.148 -2.890 0.306
H 1.752 1.539 0.984
H 1.261 -0.141 -1.946
H 0.877 -2.044 1.706
H -0.074 0.896 -2.486
H -1.084 -1.212 -1.989
H -2.119 -0.938 -0.580
H 1.102 1.503 -1.319
H -1.016 2.003 1.848
H 0.213 -2.854 -0.808
H -0.078 2.966 0.872
H 0.959 0.949 2.464
*
```


(7)
The ion C6H13N2 with charge +1 in a non-equilibrium geometry. Source: OMol25; level of theory: ωB97M-V with the def2-TZVPD basis set.

Values from the calculation:
Lowest unoccupied orbital energy (eV): -4.254

Geometry as ORCA input:
```
! RIJCOSX wB97M-V def2-TZVPD def2/J DEFGRID3
* xyz 1 1
N -2.992 -0.012 0.182
N -0.745 0.726 0.049
C -1.984 0.857 0.443
C 2.339 -1.121 0.410
C -0.031 -0.276 -0.263
C 1.928 1.364 -0.065
C 1.483 -0.078 -0.326
C -3.004 -1.116 -0.469
H 1.550 2.179 -0.614
H -2.241 -1.272 -1.226
H 3.357 -1.169 -0.020
H -2.245 1.737 0.953
H -3.898 0.247 0.549
H -0.238 1.563 0.062
H 1.928 1.568 1.051
H 2.438 -1.067 1.551
H 2.995 1.335 -0.282
H 2.060 -2.141 0.146
H -0.331 -1.273 -0.294
H -3.911 -1.737 -0.483
H 1.543 -0.312 -1.353
*
```


(8)
A cluster of 2 separate species, C6H13N2 in total in a non-equilibrium geometry. Source: OMol25; level of theory: ωB97M-V with the def2-TZVPD basis set.

Values from the calculation:
Lowest unoccupied orbital energy (spin up / spin down) (eV): -3.851 / -3.850

Geometry as ORCA input:
```
! RIJCOSX wB97M-V def2-TZVPD def2/J DEFGRID3
* xyz 1 1
N -3.597 0.215 0.095
N 1.127 -0.205 0.015
C 2.509 0.314 0.351
C -0.081 0.617 0.300
C -0.114 1.976 0.195
C -2.627 -0.559 -0.360
C 1.020 -1.130 -1.074
C 1.982 -0.773 1.044
H 0.184 -1.799 -0.736
H 3.297 0.229 -0.466
H 1.907 -1.666 -1.100
H -4.137 -0.089 0.977
H -3.792 1.256 -0.224
H 2.517 1.265 0.955
H -1.029 2.548 0.454
H -2.496 -1.611 -0.190
H 0.763 2.713 0.225
H -2.103 -0.048 -1.212
H 1.674 -0.858 2.049
H 2.285 -1.690 0.704
H 0.712 -0.704 -2.004
*
```


(9)
The ion C6H13N2 with charge +1 in a non-equilibrium geometry. Source: OMol25; level of theory: ωB97M-V with the def2-TZVPD basis set.

Values from the calculation:
SMILES string: [H]/N=C(/C(=C)C)[C@@H](C)[NH3+]
Lowest unoccupied orbital energy (eV): -3.596

Geometry as ORCA input:
```
! RIJCOSX wB97M-V def2-TZVPD def2/J DEFGRID3
* xyz 1 1
N -1.617 1.032 -1.517
N -0.295 -1.281 1.178
C -0.836 -0.907 -0.247
C -0.827 0.635 -0.537
C 0.204 1.332 0.369
C 0.091 1.468 1.720
C -0.075 -1.639 -1.224
C 1.592 1.574 -0.340
H -0.327 -2.707 -1.280
H -2.197 0.181 -1.898
H 2.440 1.294 0.327
H 0.095 -0.320 1.534
H 0.496 -2.001 1.100
H -1.686 -1.479 -0.184
H -0.752 1.448 2.331
H -1.112 -1.521 1.722
H -0.340 -1.206 -2.280
H 1.587 2.579 -0.599
H 1.043 -1.388 -1.117
H 0.970 1.818 2.184
H 1.545 1.088 -1.243
*
```


(10)
The ion C6H13N2 with charge +1 in a non-equilibrium geometry. Source: OMol25; level of theory: ωB97M-V with the def2-TZVPD basis set.

Values from the calculation:
Lowest unoccupied orbital energy (eV): -3.587

Geometry as ORCA input:
```
! RIJCOSX wB97M-V def2-TZVPD def2/J DEFGRID3
* xyz 1 1
N -0.955 -0.096 0.063
N -0.303 -1.308 -0.399
C -1.906 -0.269 1.168
C -0.053 1.083 0.218
C 2.691 0.287 -0.305
C 1.578 -0.168 0.533
C 0.937 -1.298 -0.196
C -1.843 0.200 -1.135
H -1.169 0.192 -2.059
H 3.167 1.063 0.154
H 3.463 -0.449 -0.476
H -2.511 1.111 -0.845
H -2.775 0.402 1.085
H -2.532 -0.749 -1.335
H 1.682 -0.300 1.567
H -1.322 -0.070 2.046
H 0.200 1.678 -0.551
H 2.383 0.763 -1.137
H -0.223 1.452 1.147
H 1.426 -2.172 -0.625
H -1.934 -1.354 1.086
*
```


(11)
The ion C6H13N2O with charge +1 in a non-equilibrium geometry. Source: OMol25; level of theory: ωB97M-V with the def2-TZVPD basis set.

Values from the calculation:
SMILES string: C/C(O)=[NH+]/[C@@H]1[C@@H](C)N1C
Lowest unoccupied orbital energy (eV): -3.664

Geometry as ORCA input:
```
! RIJCOSX wB97M-V def2-TZVPD def2/J DEFGRID3
* xyz 1 1
O -1.572 1.163 -1.471
N 0.497 -1.610 0.987
N 0.529 0.375 -0.897
C 0.475 2.217 -2.429
C -0.113 -0.750 -0.114
C -1.754 -1.043 1.698
C -0.428 -0.482 1.297
C -0.230 1.186 -1.547
C 1.819 -1.383 1.223
H -2.036 -1.820 1.008
H -1.537 0.419 -0.777
H -0.946 -1.039 -0.741
H 1.982 -1.496 2.290
H 1.964 -0.267 1.033
H -2.500 -0.216 1.605
H 2.664 -2.053 0.908
H -1.763 -1.524 2.612
H -0.391 0.500 1.715
H 1.522 0.526 -0.760
H 0.148 3.024 -1.861
H 1.566 2.072 -2.324
H 0.103 2.201 -3.458
*
```


(12)
A cluster of 2 separate species, C6H13N2O in total in a non-equilibrium geometry. Source: OMol25; level of theory: ωB97M-V with the def2-TZVPD basis set.

Values from the calculation:
Lowest unoccupied orbital energy (spin up / spin down) (eV): -4.426 / -4.426

Geometry as ORCA input:
```
! RIJCOSX wB97M-V def2-TZVPD def2/J DEFGRID3
* xyz 1 1
O -2.708 1.551 -0.407
N -0.946 0.318 0.547
N 3.192 0.139 -1.322
C -2.225 1.003 0.769
C 2.467 -0.021 -0.245
C -2.157 -1.543 -0.370
C 2.770 0.605 1.101
C 0.225 -1.437 -0.686
C -0.769 -0.761 -0.234
H 4.172 0.521 -1.246
H -3.707 1.894 -0.407
H 0.635 -2.127 -1.462
H 2.381 -0.084 1.958
H -2.919 0.306 1.097
H -2.724 -1.105 -1.129
H -2.022 1.724 1.472
H 2.955 -0.155 -2.237
H 2.434 1.609 1.011
H 3.829 0.646 1.128
H -2.626 -1.477 0.529
H -0.213 1.003 0.640
H -2.045 -2.610 -0.507
*
```


ΔE to the lowest compared entry with this formula, charge and spin
In order: 6.783; 3.265; 2.180; 4.124; 4.503; 1.188; 3.306; 6.453; 3.329; 4.957; 4.257; 6.413
Unit: eV